[1]
23
Properties=species:S:1:pos:R:3 method="wB97M-V/def2-TZVPD" max_force_ev_per_a=2.5 energy_ha=-351.28858 de_lowest_ev=1.132 e_lumo_ev=1.01 gap_ev=9.98 smiles=Cc1ccccc1.CC
C 1.853 2.830 -0.507
C 1.172 1.689 0.220
C 1.100 1.714 1.624
C 0.194 0.906 2.282
C -0.548 -0.087 1.646
C -0.426 -0.142 0.266
C 0.352 0.776 -0.427
H 1.801 2.709 -1.589
H 2.937 2.640 -0.461
H 1.539 3.743 -0.023
H 1.872 2.177 2.225
H 0.121 0.968 3.360
H -1.140 -0.828 2.158
H -0.908 -0.946 -0.266
H 0.355 0.737 -1.513
C -1.335 -3.131 -2.619
C -1.876 -3.383 -1.199
H -0.276 -2.884 -2.509
H -1.588 -3.886 -3.365
H -1.635 -2.240 -3.191
H -1.059 -3.212 -0.508
H -2.682 -2.671 -0.969
H -2.479 -4.288 -1.165

=====

[2]
16
Properties=species:S:1:pos:R:3 method="wB97M-V/def2-TZVPD" max_force_ev_per_a=4.5 energy_ha=-794.14950 de_lowest_ev=4.918 e_lumo_ev=-0.31 gap_ev=8.71
C -1.078 -0.377 0.670
C -1.862 -0.918 -0.380
C 1.221 -0.100 -0.913
C 2.571 0.084 0.915
N -1.347 0.882 0.829
N -2.804 -0.009 -0.788
N 1.942 0.671 -0.210
O -1.799 -2.058 -0.733
S -2.690 1.559 -0.212
H -0.659 1.441 1.408
H 0.964 -1.103 -1.066
H 0.880 0.546 -1.708
H 1.925 0.302 1.799
H 2.481 -1.046 0.914
H 3.667 0.431 1.012
H -3.413 -0.306 -1.535

=====

[3]
9
Properties=species:S:1:pos:R:3 method="wB97M-V/def2-TZVPD" max_force_ev_per_a=3.4 total_charge=-2 energy_ha=-933.62647 de_lowest_ev=2.083 e_lumo_ev="5.75 / 5.75" gap_ev="7.35 / 7.35"
O 0.750 2.419 -0.402
O 7.854 2.496 1.611
O 8.048 0.204 2.582
O -1.988 -0.786 0.027
Si 0.957 0.972 -0.004
P 8.508 1.631 2.657
H -2.112 0.188 -0.233
H 1.504 0.465 1.160
H 1.082 0.238 -1.283